No. 1
{
  "formula": "C2H2FIO",
  "method": "ωB97M-V/def2-TZVPD",
  "species": ["C", "C", "O", "F", "I", "H", "H"],
  "coordinates": [[0.6464, 2.0435, -0.7342], [0.2200, -1.4774, 0.3549], [0.9224, 2.8661, -1.5160], [1.2985, -2.0923, 0.8900], [0.9750, -0.1403, -1.3228], [0.2989, 2.1206, 0.2934], [-0.3343, -2.2501, -0.2061]],
  "forces_ev_per_angstrom": [[0.4, -0.8, -0.3], [-1.0, 0.7, 1.3], [-0.2, -0.2, 0.2], [0.4, -0.2, -0.1], [0.2, 0.3, -0.9], [-0.2, 0.0, 0.3], [0.4, 0.1, -0.6]],
  "nbo_charge": [0.38, -0.18, -0.43, -0.38, 0.31, 0.18, 0.12],
  "total_energy_ev": -14967.29974,
  "e_above_lowest_kcal_mol": 85.0,
  "orbital_gap_ev": [7.409, 7.410],
  "charge": 0,
  "lumo_energy_ev": [-0.32, -0.32]
}



No. 2
{
  "formula": "C2H2FInO2",
  "method": "ωB97M-V/def2-TZVPD",
  "species": ["F", "C", "C", "H", "O", "O", "H", "In"],
  "coordinates": [[2.2413, 0.2942, 0.0118], [0.9573, 0.4588, -0.1365], [0.1400, 0.7046, -1.0908], [0.1305, 1.4440, -1.8798], [0.2059, -0.7162, 1.0494], [-1.0374, -1.1421, 0.4250], [-0.9705, -0.2195, -0.6376], [-1.6670, -0.8237, 2.2584]],
  "forces_ev_per_angstrom": [[-1.3, 0.4, 1.0], [0.5, -2.0, -0.4], [-2.5, -1.3, 1.6], [0.0, -0.3, 0.0], [1.4, 1.0, -1.2], [0.4, 0.3, -1.8], [2.1, 1.8, -0.8], [-0.6, 0.2, 1.7]],
  "lowdin_spin": [0.00, 0.00, 0.09, 0.01, 0.04, 0.30, 0.00, 0.56],
  "spin_multiplicity": 2,
  "total_energy_ev": -14076.24350,
  "e_above_lowest_kcal_mol": 97.9,
  "orbital_gap_ev": [9.299, 5.145],
  "charge": 1,
  "lumo_energy_ev": [-5.33, -9.31]
}